1.
19
Properties=species:S:1:pos:R:3 method="wB97M-V/def2-TZVPD" total_energy_ha=-798.78724 homo_ev="-7.1 / -9.7" gap_ev="7.7 / 8.3" multiplicity=3 total_charge=0
H 0.641 -1.797 2.355
H -2.389 -1.175 -1.533
H 0.648 3.715 0.506
F 3.171 -0.212 -1.054
Si 2.122 -0.050 0.197
C 0.961 3.020 -0.269
C -1.352 -1.863 1.632
C -2.182 -1.580 0.519
H 0.235 3.812 -2.082
C 0.475 -0.919 0.303
C 0.831 3.045 -1.550
F 2.880 -0.387 1.563
H -1.682 -2.062 2.640
H -3.185 -1.950 0.647
H 0.021 -0.279 -1.644
C -0.405 -0.766 -0.822
C 0.026 -1.489 1.464
H 0.876 2.083 -2.153
C -1.694 -1.149 -0.717


2.
23
Properties=species:S:1:pos:R:3 method="wB97M-V/def2-TZVPD" total_energy_ha=-848.31885 homo_ev=-9.5 gap_ev=8.5 e_above_lowest_kcal_mol=311.6 total_charge=0
H 0.296 -0.683 -2.012
C -1.758 -1.395 0.383
C 0.414 1.323 1.467
C -0.078 -0.189 -1.182
N 0.546 -1.921 0.140
H 1.207 0.472 1.807
H -3.898 -0.805 0.230
C -2.463 0.374 -0.911
C -2.780 -0.707 -0.032
F 0.297 -2.883 1.087
H -0.551 0.784 1.481
F 4.390 -0.537 -0.428
H -1.786 -2.199 1.072
H 0.518 2.141 2.106
C -0.477 -1.242 -0.199
F 3.990 1.274 0.930
H -3.158 1.218 -1.065
C -1.231 0.698 -1.398
H -1.083 1.564 -2.025
N 3.423 0.321 -0.290
C 2.311 0.079 -0.711
N 1.100 0.560 -0.632
O 0.772 1.753 0.181